{"formula": "H80O40", "method": "ωB97M-V/def2-TZVPD", "species": ["H", "H", "O", "H", "H", "O", "H", "H", "O", "H", "H", "O", "H", "H", "O", "H", "O", "H", "O", "H", "H", "O", "H", "H", "O", "H", "H", "O", "H", "H", "O", "H", "O", "H", "H", "O", "H", "H", "O", "H", "H", "O", "H", "H", "O", "H", "H", "O", "H", "H", "O", "H", "O", "H", "H", "O", "H", "O", "H", "H", "O", "H", "H", "O", "H", "H", "O", "H", "H", "O", "H", "H", "O", "H", "H", "O", "H", "H", "O", "H", "H", "O", "H", "H", "O", "H", "H", "O", "H", "O", "H", "H", "O", "H", "H", "H", "H", "H", "H", "O", "H", "H", "O", "H", "H", "O", "H", "H", "O", "H", "H", "O", "H", "H", "O", "H", "H", "O", "H", "H"], "xyz": [[2.09, 0.79, -0.64], [1.30, 0.38, -2.13], [1.28, 0.76, -1.22], [4.15, -2.11, -1.83], [2.96, -2.16, -0.84], [3.37, -1.56, -1.49], [-2.01, -2.64, 4.91], [-1.79, -3.03, 3.49], [-1.92, -3.37, 4.36], [-3.48, 1.78, 0.81], [-3.93, 1.75, -0.66], [-3.28, 1.40, -0.06], [-3.76, -2.91, 1.07], [-4.00, -1.49, 0.34], [-3.30, -2.20, 0.56], [-0.89, -2.82, -1.60], [-0.66, -3.66, -2.03], [-2.55, 2.31, -2.75], [-1.74, 2.68, -2.48], [-0.82, 4.29, -1.08], [-2.22, 5.08, -0.91], [-1.25, 5.15, -1.03], [-0.50, 0.06, 5.57], [0.12, 0.58, 6.74], [-0.76, 0.47, 6.37], [-6.15, 0.45, -2.48], [-4.97, -0.33, -1.98], [-5.80, 0.05, -1.72], [3.73, 2.23, -3.87], [4.36, 2.54, -2.38], [4.16, 2.84, -3.23], [1.34, 5.69, 2.61], [2.30, 5.65, 2.88], [-0.21, 6.77, 0.75], [0.44, 5.34, 0.47], [0.49, 6.21, 0.96], [1.77, -5.08, -0.14], [0.57, -4.34, 0.25], [1.50, -4.22, 0.08], [3.67, -2.45, 2.68], [2.51, -2.16, 1.50], [2.99, -1.87, 2.27], [-0.20, 3.73, -4.59], [0.55, 2.85, -3.51], [0.26, 2.90, -4.39], [3.08, 3.90, -1.34], [2.55, 2.79, -0.24], [3.18, 3.08, -0.84], [6.21, 2.37, 1.81], [5.82, 1.98, 0.41], [5.51, 2.26, 1.23], [-1.40, 0.34, -4.64], [-2.11, 0.42, -4.05], [0.15, -2.91, 2.87], [1.31, -3.30, 1.90], [0.67, -3.64, 2.62], [-3.74, -0.11, 3.95], [-3.98, 0.61, 4.53], [1.64, -4.23, -4.65], [0.47, -5.27, -4.33], [1.44, -5.16, -4.37], [1.61, 1.30, 3.84], [1.77, 2.85, 4.26], [2.18, 2.08, 3.93], [5.55, -0.85, 1.09], [5.90, -0.76, 2.59], [6.18, -0.88, 1.75], [0.37, 0.73, -4.82], [1.38, 1.76, -5.29], [0.97, 0.89, -5.71], [-2.24, -1.66, 1.95], [-1.10, -0.66, 2.34], [-1.85, -1.17, 2.67], [3.45, 1.21, 1.89], [3.90, 0.78, 0.49], [3.15, 0.87, 1.03], [-3.56, -4.28, -1.60], [-3.56, -3.70, -3.02], [-4.21, -4.14, -2.41], [1.99, -2.70, -2.49], [2.01, -4.22, -2.66], [2.58, -3.40, -2.83], [-4.27, 1.94, -4.93], [-3.14, 1.89, -3.97], [-4.09, 2.27, -4.05], [0.08, 3.16, 0.21], [1.03, 2.13, -0.67], [0.65, 3.09, -0.55], [-6.35, -0.83, 0.05], [-5.74, -1.47, 0.49], [0.42, 0.15, 0.74], [1.70, -0.36, 1.37], [0.83, -0.68, 1.08], [-2.80, -0.32, -4.06], [-1.42, -4.15, -1.73], [-3.17, 1.15, 4.61], [-1.98, 3.69, -2.60], [2.92, 4.95, 2.45], [-6.02, -2.38, 0.25], [-1.14, 2.92, 1.97], [-0.31, 3.08, 2.30], [-1.76, 2.44, 2.35], [-0.49, -1.26, -1.54], [0.06, -1.10, -0.78], [-1.01, -0.40, -1.36], [3.79, -1.34, -4.94], [3.29, -0.64, -4.50], [4.06, -2.07, -4.44], [-0.80, -5.63, 0.64], [-0.97, -5.81, 1.52], [-1.58, -5.18, 0.24], [-3.10, -4.97, 2.43], [-2.67, -5.50, 3.19], [-2.67, -4.11, 2.50], [2.11, -1.17, 5.63], [1.63, -1.56, 4.93], [2.91, -1.68, 5.43], [-2.23, 5.65, 1.12], [-3.08, 5.59, 1.57], [-1.70, 4.97, 1.61]], "mulliken_charge": [-0.19, -0.04, 0.48, 0.25, 0.30, -0.70, 0.32, 0.17, -0.64, 0.22, 0.25, -0.48, 0.19, 0.39, -0.63, 0.41, -0.33, -0.13, -0.08, 0.29, 0.34, -0.64, 0.25, 0.33, -0.58, 0.28, 0.26, -0.54, 0.29, 0.30, -0.63, 0.34, -0.63, 0.32, 0.24, -0.61, 0.21, 0.45, -0.54, 0.23, 0.05, -0.52, 0.24, 0.28, -0.62, 0.30, 0.16, -0.52, 0.24, 0.25, -0.45, 0.22, -0.44, 0.43, 0.27, -0.69, 0.32, -0.63, 0.36, 0.30, -0.66, 0.29, 0.27, -0.56, 0.28, 0.29, -0.58, 0.25, 0.35, -0.64, 0.37, 0.03, -0.11, 0.05, 0.04, -0.17, 0.31, 0.33, -0.62, 0.34, 0.33, -0.66, 0.30, 0.43, -0.65, 0.22, 0.31, -0.37, 0.28, -0.65, 0.00, -0.12, 0.33, 0.26, 0.04, 0.29, 0.32, 0.30, 0.32, -0.42, 0.20, 0.12, -0.61, 0.19, 0.22, -0.60, 0.32, 0.28, -0.58, 0.25, 0.27, -0.65, 0.33, 0.28, -0.55, 0.25, 0.28, -0.58, 0.27, 0.34], "total_charge": 0, "energy_ev": -83193.3693}

***

{"formula": "H80O40", "method": "ωB97M-V/def2-TZVPD", "species": ["H", "H", "O", "H", "H", "O", "H", "H", "O", "H", "H", "O", "H", "H", "O", "H", "O", "H", "O", "H", "H", "O", "H", "H", "O", "H", "H", "O", "H", "H", "O", "H", "O", "H", "H", "O", "H", "H", "O", "H", "H", "O", "H", "H", "O", "H", "H", "O", "H", "H", "O", "H", "O", "H", "H", "O", "H", "O", "H", "H", "O", "H", "H", "O", "H", "H", "O", "H", "H", "O", "H", "H", "O", "H", "H", "O", "H", "H", "O", "H", "H", "O", "H", "H", "O", "H", "H", "O", "H", "O", "H", "H", "O", "H", "H", "H", "H", "H", "H", "O", "H", "H", "O", "H", "H", "O", "H", "H", "O", "H", "H", "O", "H", "H", "O", "H", "H", "O", "H", "H"], "xyz": [[2.50, -0.71, -1.66], [2.68, -1.43, -0.27], [3.05, -0.82, -0.76], [-5.25, -2.02, 0.97], [-6.25, -2.70, 0.55], [-5.98, -2.41, 1.44], [0.07, 2.63, -1.65], [0.82, 2.72, -0.25], [0.72, 3.11, -1.17], [5.88, -0.11, 0.53], [4.84, -0.82, -0.12], [5.70, -0.38, -0.38], [-0.84, -6.66, 1.14], [0.59, -5.94, 1.37], [-0.27, -6.06, 1.80], [3.23, 1.74, 3.36], [3.49, 1.32, 4.09], [1.64, -6.57, 0.49], [1.83, -6.33, -0.33], [1.31, -2.89, -3.89], [1.67, -1.65, -3.31], [1.77, -2.60, -3.10], [-1.96, -1.57, 5.92], [-0.93, -2.49, 6.41], [-1.14, -1.77, 5.91], [4.88, -4.23, -1.88], [3.36, -4.93, -2.33], [4.21, -4.94, -1.66], [-4.15, 0.13, 0.03], [-5.75, -0.09, 0.17], [-5.05, -0.29, -0.27], [-2.52, -1.30, 3.06], [-3.36, -1.12, 3.07], [-0.32, -3.94, 2.11], [0.06, -2.45, 1.53], [-0.62, -3.07, 1.73], [-4.19, 1.99, 3.73], [-4.84, 2.32, 2.43], [-4.78, 2.60, 3.32], [-1.11, 2.25, -4.69], [-0.04, 1.12, -4.69], [-0.20, 1.99, -4.99], [-2.48, 2.89, -3.98], [-3.61, 1.78, -3.78], [-2.74, 2.10, -3.52], [-4.48, -0.80, -4.08], [-3.65, -0.63, -5.27], [-3.83, -0.07, -4.35], [-2.22, -2.32, -1.83], [-0.77, -2.51, -2.67], [-1.62, -2.91, -2.44], [3.20, 3.22, -3.47], [3.12, 2.94, -4.39], [-1.99, 5.50, -3.27], [-1.12, 4.18, -3.20], [-1.66, 4.79, -3.87], [-1.99, -3.90, 0.57], [-2.60, -3.82, -0.15], [4.98, 1.12, -2.18], [6.37, 0.35, -2.26], [5.77, 1.13, -2.65], [-4.80, -2.28, -1.41], [-4.79, -3.66, -1.17], [-5.38, -3.09, -1.39], [-1.10, 0.00, -3.31], [-1.40, -0.62, -4.50], [-0.78, -0.72, -3.87], [-2.72, 1.36, 5.92], [-2.00, 2.25, 4.63], [-2.68, 1.69, 5.02], [0.31, 3.94, 4.59], [-0.80, 5.07, 4.68], [-0.01, 4.77, 4.04], [1.60, -4.44, 0.00], [2.65, -4.09, 0.88], [1.78, -4.20, 0.93], [0.92, 5.82, 1.67], [2.59, 6.17, 1.51], [1.74, 5.71, 1.17], [2.15, 1.45, 6.16], [2.08, 0.04, 5.89], [1.57, 0.79, 5.70], [0.17, 3.66, 1.53], [-0.34, 4.29, 0.26], [-0.56, 3.93, 1.15], [-4.26, 3.72, -2.96], [-4.28, 4.28, -1.61], [-3.70, 3.83, -2.22], [2.29, -1.15, 2.25], [3.10, -1.21, 1.76], [-1.44, 1.08, -0.31], [-1.06, 2.56, 0.28], [-1.53, 1.99, -0.37], [2.32, 3.23, -4.64], [3.16, 0.39, 4.00], [-2.17, -4.53, -0.77], [2.74, -6.44, -0.58], [-3.81, -2.02, 3.05], [3.71, -1.48, 2.50], [-0.04, -0.60, 3.61], [0.61, -1.16, 3.17], [-0.48, -0.68, 4.51], [-1.70, 5.64, -1.35], [-2.42, 5.32, -0.84], [-0.93, 5.85, -0.88], [0.33, -2.86, -5.56], [-0.71, -3.08, -5.32], [0.53, -1.86, -5.61], [0.61, 1.44, 1.60], [1.22, 1.59, 2.38], [-0.08, 1.00, 2.02], [3.22, -2.70, 4.18], [3.98, -3.24, 4.33], [2.77, -2.81, 4.99], [6.22, 2.74, 0.55], [6.23, 2.96, -0.42], [5.67, 3.61, 0.65], [1.75, 0.59, -4.57], [2.41, 0.39, -5.08], [2.12, 1.10, -3.81]], "mulliken_charge": [0.09, 0.20, -0.36, 0.26, 0.42, -0.64, 0.29, 0.30, -0.67, 0.29, 0.27, -0.56, 0.34, 0.36, -0.70, 0.27, -0.61, 0.27, -0.61, 0.34, 0.20, -0.52, 0.19, 0.24, -0.49, 0.29, 0.35, -0.66, 0.31, 0.24, -0.57, 0.22, -0.56, 0.26, 0.13, -0.46, 0.34, 0.29, -0.61, 0.32, 0.32, -0.65, 0.42, 0.25, -0.72, 0.31, 0.33, -0.63, 0.28, 0.29, -0.55, 0.30, -0.62, 0.35, 0.37, -0.69, 0.20, -0.50, 0.31, 0.31, -0.64, 0.26, 0.35, -0.62, -0.01, 0.22, -0.20, 0.27, 0.30, -0.60, 0.30, 0.34, -0.61, 0.37, 0.17, -0.48, 0.32, 0.29, -0.62, 0.28, 0.24, -0.48, 0.32, 0.34, -0.45, 0.22, 0.21, -0.32, -0.05, -0.08, 0.14, 0.13, -0.38, 0.31, 0.33, 0.29, 0.32, 0.31, 0.23, -0.02, 0.09, 0.13, -0.55, 0.27, 0.23, -0.72, 0.33, 0.33, -0.47, 0.15, 0.14, -0.48, 0.24, 0.24, -0.61, 0.31, 0.31, -0.42, 0.18, 0.27], "total_charge": 0, "energy_ev": -83188.6800}

***

For each record above, in turn, the calculated E_LUMO values are -0.03026 -0.02761 Ha.
For each record above, in turn, the calculated HOMO values are -10.52 -10.14 eV.
For each record above, in turn, the calculated energy relative to the best compared isomer or geometry (same formula, charge and spin) values are 12.4461 17.1354 eV.